[1]
{"formula": "C27H43BN4O9PS", "method": "the ωB97M-V functional and the def2-TZVPD basis", "species": ["C", "C", "O", "C", "C", "O", "C", "C", "O", "C", "C", "C", "C", "C", "C", "C", "C", "C", "C", "C", "C", "P", "N", "O", "C", "N", "N", "B", "O", "O", "C", "C", "C", "O", "C", "N", "H", "H", "H", "H", "H", "H", "H", "H", "H", "H", "H", "H", "H", "H", "H", "H", "H", "H", "H", "H", "H", "H", "H", "H", "H", "H", "H", "H", "H", "H", "H", "H", "H", "H", "H", "C", "C", "C", "S", "O", "O", "C", "H", "H", "H", "H", "H", "H", "H", "H"], "positions_angstrom": [[7.242659, -1.262774, 0.866272], [5.721878, -1.030916, 0.612095], [5.407669, 0.322361, 0.316634], [5.656787, 0.619951, -1.055572], [5.794645, 2.162016, -1.172598], [5.296591, 2.700723, -2.386329], [3.933908, 3.079413, -2.312533], [3.106107, 2.098930, -3.184952], [1.691876, 2.267713, -3.066974], [1.200209, 1.856416, -1.783123], [0.011819, 0.915772, -2.051532], [-1.337070, 1.282484, -1.754480], [-1.648700, 2.626586, -1.094679], [-1.539546, 2.593673, 0.446271], [-0.299715, 2.445930, 1.093081], [-0.171587, 2.449570, 2.470997], [-1.271672, 2.606915, 3.308352], [-2.511602, 2.743505, 2.689938], [-2.657315, 2.743766, 1.300936], [-4.101528, 2.940254, 0.805580], [-2.341837, 0.325727, -2.109489], [-4.124689, 0.766175, -1.756931], [-4.486674, -0.117034, -0.322320], [-5.138465, 0.169075, -2.927567], [-2.008823, -0.897729, -2.681479], [-3.067875, -1.774054, -3.014517], [-0.694621, -1.203235, -2.900712], [-0.321068, -2.555818, -3.487380], [0.577831, -2.560707, -4.546223], [-0.831645, -3.739801, -3.076991], [-0.920330, -3.914394, -1.639935], [0.088445, -4.925631, -1.079700], [0.261571, -0.317310, -2.601386], [1.605655, -0.641218, -2.830497], [2.065082, -1.121233, -1.678347], [2.548866, -1.337303, -0.636571], [7.435737, -1.375313, 1.941104], [7.840324, -0.434040, 0.455601], [7.548033, -2.200340, 0.376150], [5.198625, -1.289647, 1.546917], [5.346589, -1.710170, -0.177039], [6.586157, 0.131755, -1.398958], [4.808550, 0.208529, -1.633187], [6.874843, 2.378218, -1.138196], [5.339956, 2.592198, -0.265238], [3.808228, 4.079209, -2.767790], [3.558033, 3.170567, -1.278048], [3.356942, 2.327601, -4.233196], [3.396709, 1.049815, -3.012721], [0.855654, 2.777125, -1.298495], [2.007376, 1.366054, -1.216996], [-0.925779, 3.365183, -1.479271], [-2.634105, 2.952901, -1.448716], [0.635258, 2.345174, 0.539892], [0.823662, 2.323338, 2.907262], [-1.189456, 2.604001, 4.396712], [-3.372037, 2.876307, 3.352655], [-4.512306, 3.789389, 1.368309], [-4.180330, 3.046118, -0.276448], [-4.652040, 2.044353, 1.138093], [-5.476062, -0.356445, -0.359969], [-3.913291, -0.952265, -0.229870], [-5.334445, -0.768919, -2.771727], [-3.203553, -1.767120, -4.023460], [-2.932072, -2.713876, -2.656819], [0.030839, -2.424482, -5.339322], [-1.928259, -4.320946, -1.434650], [-0.832663, -2.982576, -1.054212], [0.171433, -5.841056, -1.681495], [-0.314359, -5.250669, -0.102400], [1.071720, -4.486057, -0.849816], [-1.700140, -0.838653, 4.675902], [-2.428353, -1.894060, 5.517655], [-3.933164, -1.706551, 5.288290], [-4.104808, -1.004277, 3.646276], [-4.640970, 0.328399, 3.767054], [-4.690125, -1.984346, 2.761616], [-2.354166, -0.881284, 3.299780], [-0.630204, -1.036083, 4.615759], [-1.836766, 0.148972, 5.123082], [-2.127291, -2.891644, 5.189529], [-2.179665, -1.809330, 6.574765], [-4.470838, -2.650974, 5.331232], [-4.363019, -1.002927, 5.999414], [-2.157940, 0.007962, 2.700729], [-2.060576, -1.777687, 2.751611]], "forces_ev_per_a": [[-0.47, -0.24, -0.34], [0.46, -0.43, 0.67], [0.27, -0.16, -0.33], [-0.24, 0.17, 0.30], [0.73, -0.85, 0.20], [-0.42, 0.23, 0.72], [-0.54, 0.09, -0.74], [0.42, 0.34, -0.37], [0.28, -0.43, 0.43], [-0.19, 0.35, -1.28], [-0.31, 0.86, 0.69], [0.35, -0.74, -0.36], [0.31, -0.10, -0.12], [-0.36, -0.10, 0.87], [0.21, -0.06, -0.41], [0.53, -0.12, 0.63], [-0.33, -0.12, -0.72], [0.44, 0.12, 0.78], [-0.82, 0.17, -0.88], [0.73, -0.39, 0.91], [0.16, -0.34, 0.52], [-1.32, 1.57, -0.23], [0.89, -0.33, -1.29], [0.74, -0.42, 0.68], [-0.43, 1.22, 0.88], [0.86, -0.12, -0.09], [0.02, -0.91, -0.15], [1.04, -1.55, -1.56], [-1.61, 0.45, 0.31], [0.83, 1.38, 1.17], [-0.86, -1.21, 0.97], [-0.16, 0.00, 0.49], [-0.03, 1.54, 0.17], [-0.69, -1.28, 1.03], [1.42, 0.45, 1.15], [-1.03, -0.08, -1.86], [0.07, 0.24, -0.34], [-0.17, -0.32, 0.21], [0.08, 0.34, 0.17], [-0.08, 0.21, -0.47], [0.09, 0.37, 0.20], [-0.35, 0.11, 0.05], [0.32, 0.28, -0.11], [-0.44, 0.17, -0.06], [-0.05, 0.07, -0.43], [0.21, -0.31, 0.23], [0.24, -0.31, -0.23], [-0.20, -0.18, 0.34], [-0.08, 0.33, 0.16], [0.22, -0.60, 0.18], [-0.42, 0.14, 0.13], [-0.32, -0.28, 0.11], [0.25, -0.15, 0.35], [-0.42, -0.02, 0.12], [-0.30, 0.09, -0.20], [0.07, 0.06, -0.37], [0.04, -0.09, -0.54], [-0.05, -0.09, -0.52], [-0.21, 0.20, 0.37], [0.00, 0.37, -0.33], [0.12, 0.00, 0.50], [-0.43, -0.13, 0.27], [0.12, 0.06, -0.32], [-0.30, -0.25, 0.15], [0.01, 0.00, -0.35], [0.75, 0.01, -0.32], [0.33, 0.22, -0.20], [0.03, -0.02, -0.54], [0.05, 0.48, -0.03], [0.13, 0.16, -0.35], [-0.26, -0.17, -0.47], [-0.05, -0.02, 0.09], [0.08, -0.01, -0.05], [0.16, -0.19, 0.37], [0.27, -0.15, 0.07], [-0.15, -0.07, -0.20], [-0.16, 0.24, -0.15], [0.38, 0.10, 0.00], [-0.01, 0.03, 0.00], [0.01, 0.01, -0.06], [-0.01, 0.02, 0.00], [-0.03, -0.01, -0.02], [-0.13, 0.10, -0.10], [-0.05, 0.06, -0.12], [-0.17, -0.01, -0.03], [-0.08, -0.02, 0.02]], "charge": 1, "lumo_energy_ev": -4.5, "gap_ev": 6.9, "homo_ev": -11.413, "molar_mass_da": 641.513}



[2]
{"formula": "C27H43ClFNO12P2", "method": "the ωB97M-V functional and the def2-TZVPD basis", "species": ["C", "C", "C", "C", "C", "O", "C", "C", "C", "C", "C", "C", "O", "C", "C", "C", "C", "C", "C", "F", "C", "C", "C", "O", "N", "Cl", "C", "O", "H", "H", "H", "H", "H", "H", "H", "H", "H", "H", "H", "H", "H", "H", "H", "H", "H", "H", "H", "H", "H", "H", "H", "H", "H", "C", "O", "P", "O", "O", "C", "O", "C", "H", "H", "H", "H", "H", "H", "H", "H", "H", "C", "O", "P", "O", "O", "C", "O", "C", "H", "H", "H", "H", "H", "H", "H", "H", "H"], "positions_angstrom": [[-1.914443, 5.000901, 0.699708], [-1.733754, 5.133079, -0.483963], [-1.575525, 5.225871, -1.989288], [-1.778750, 3.775818, -2.509076], [-2.940251, 3.364990, -3.197941], [-3.904825, 4.328620, -3.426179], [-3.102209, 2.008250, -3.617966], [-4.351512, 1.539173, -4.372743], [-5.704550, 2.117079, -3.835348], [-5.919521, 1.957918, -2.307003], [-6.400451, 0.544360, -1.852532], [-7.746686, 0.070774, -2.484766], [-8.845157, 0.805627, -1.954797], [-9.225877, 1.917866, -2.758813], [-9.606672, 3.072429, -1.767528], [-2.057936, 1.088597, -3.310559], [-2.141725, -0.423972, -3.680863], [-2.535212, -1.194324, -2.357351], [-3.721952, -2.158652, -2.561440], [-2.906893, -0.274778, -1.344733], [-0.897958, 1.500368, -2.641304], [-0.756839, 2.860408, -2.230686], [0.579405, 3.049136, -1.512769], [1.082548, 4.014334, -1.036496], [1.150273, 1.718751, -1.559602], [2.645080, 1.961410, -2.430039], [0.331095, 0.713150, -2.190406], [0.592414, -0.446060, -2.265263], [-2.121441, 4.504982, 1.640426], [-2.281074, 5.938665, -2.438012], [-0.518896, 5.499526, -2.169278], [-3.757455, 4.678701, -4.318650], [-4.244722, 1.914634, -5.418212], [-4.440335, 0.444421, -4.454203], [-5.793284, 3.162908, -4.177129], [-6.514787, 1.558806, -4.345957], [-5.025421, 2.227540, -1.711577], [-6.716139, 2.673939, -2.011014], [-6.596162, 0.611059, -0.760988], [-5.576642, -0.179891, -1.997193], [-7.725377, 0.018037, -3.591382], [-7.884975, -0.975917, -2.131041], [-10.139509, 1.688263, -3.347842], [-8.424241, 2.293740, -3.420817], [-10.123080, 3.886827, -2.302115], [-8.670994, 3.411694, -1.282265], [-10.221546, 2.634522, -0.955976], [-1.113011, -0.685814, -3.997414], [-2.847035, -0.613248, -4.502087], [-1.624506, -1.686798, -1.968588], [-4.451154, -1.778609, -3.306520], [-3.376699, -3.165959, -2.860451], [-4.253896, -2.239499, -1.592976], [6.420816, -0.683065, 3.905845], [5.615970, -0.648640, 2.732086], [5.439197, 0.844270, 1.978994], [6.852623, 1.318887, 2.084011], [4.503608, 1.405998, 3.212494], [3.301845, 0.690356, 3.526475], [4.931040, 2.096830, 0.974025], [3.533157, 2.182187, 0.637456], [6.149369, -1.578239, 4.467761], [7.473142, -0.748535, 3.631884], [6.249446, 0.189717, 4.536015], [3.442526, 0.143331, 4.459544], [3.027554, -0.013459, 2.738823], [2.491586, 1.408361, 3.653847], [2.999486, 2.729826, 1.416862], [3.098451, 1.190661, 0.512940], [3.435457, 2.726383, -0.297433], [6.198083, -7.739803, 5.589593], [7.251995, -7.044487, 6.247003], [7.540906, -5.463500, 5.749990], [6.124315, -5.003630, 5.631099], [8.136431, -5.976622, 4.303485], [9.260703, -6.866713, 4.312867], [8.214033, -3.933421, 5.526924], [9.645820, -3.834269, 5.436132], [6.370924, -8.806807, 5.737031], [5.241430, -7.473951, 6.036740], [6.184620, -7.529966, 4.520248], [8.928142, -7.868588, 4.038897], [9.742694, -6.906387, 5.291190], [9.986331, -6.519809, 3.577428], [9.962686, -4.015886, 4.407743], [10.136949, -4.540311, 6.105395], [9.938931, -2.824409, 5.717652]], "forces_ev_per_a": [[-0.13, -1.04, -0.17], [-0.32, 0.53, -0.89], [0.17, -0.93, 1.19], [0.49, 0.69, 0.39], [0.99, -0.85, 0.13], [0.32, -0.17, -0.42], [0.46, -0.09, 0.52], [-0.35, 0.90, -0.29], [0.18, -0.46, -0.06], [-0.65, 0.16, 0.04], [-0.12, 0.66, -0.17], [0.80, -1.04, 0.93], [0.53, 0.17, -1.09], [-1.00, 1.32, 0.95], [0.59, -1.00, -0.16], [-0.10, -0.72, -0.58], [0.31, 1.14, 1.01], [0.04, -0.32, -0.67], [0.07, 0.10, 0.39], [0.03, -0.25, -0.47], [-0.08, 1.24, 0.44], [-0.49, -1.10, -0.37], [-2.39, -0.97, -1.02], [0.23, -0.16, -0.04], [1.93, 0.52, 0.02], [0.06, -0.83, -0.08], [-1.65, 1.61, -0.36], [0.29, 0.08, -0.09], [0.20, 0.80, -0.33], [0.32, -0.29, 0.24], [-0.63, 0.12, -0.13], [-0.22, -0.02, 0.22], [-0.07, -0.35, 0.48], [0.29, 0.52, 0.28], [-0.05, -0.49, 0.49], [0.44, 0.29, 0.11], [-0.33, -0.06, -0.44], [0.54, -0.29, -0.09], [0.20, -0.18, -0.56], [-0.56, 0.13, -0.05], [-0.17, 0.30, 0.45], [-0.04, 0.56, -0.29], [0.62, -0.17, 0.05], [-0.30, -0.50, 0.18], [0.22, -0.26, 0.41], [-0.54, 0.16, -0.28], [0.06, 0.39, -0.58], [-0.72, -0.26, 0.15], [0.36, 0.02, 0.41], [-0.62, 0.07, -0.15], [0.50, -0.20, 0.35], [-0.16, 0.54, 0.05], [0.30, -0.14, -0.49], [0.49, 0.07, 0.36], [-2.23, -0.74, -2.88], [4.40, 4.33, 5.31], [-0.55, -0.56, -0.77], [-0.75, -0.36, -0.73], [0.10, 0.03, 0.23], [-1.01, -3.16, -1.10], [-0.14, 0.36, 0.17], [-0.18, -0.06, -0.25], [-0.04, 0.18, -0.02], [0.04, 0.07, -0.13], [-0.03, -0.08, -0.06], [-0.07, -0.06, 0.13], [0.06, 0.04, -0.03], [0.04, -0.10, 0.05], [-0.16, 0.11, -0.10], [0.19, -0.02, 0.29], [-0.55, -0.02, -0.20], [2.88, 1.04, 2.11], [-5.80, 0.25, -5.89], [0.75, 0.05, 0.86], [0.96, 0.11, 0.67], [-0.14, -0.11, -0.17], [1.44, -1.73, 2.70], [0.17, 0.24, -0.24], [0.22, 0.09, 0.14], [0.04, 0.13, -0.11], [-0.01, 0.12, 0.05], [0.05, -0.02, 0.08], [0.04, -0.13, -0.07], [-0.05, 0.04, 0.00], [-0.03, -0.07, 0.04], [0.14, 0.11, -0.04], [-0.11, -0.03, 0.05]], "smiles": "C#CCc1c(O)c(CCCCCOCC)c(C[C@H](C)F)c2c1C(=O)N(Cl)C2=O.COP(=O)(OC)OC.COP(=O)(OC)OC", "lumo_energy_ev": -1.9, "gap_ev": 7.5, "homo_ev": -9.412, "molar_mass_da": 690.035}